Record 1
14
Properties=species:S:1:pos:R:3 method="wB97M-V/def2-TZVPD" orbital_gap_ev=9.29 e_above_lowest_kcal_mol=39.4 charge=0 homo_energy_ha=-0.3178 e_tot_ev=-14433.00174
C -2.450 1.419 -0.490
C -1.482 0.765 0.017
C -0.533 0.255 0.744
C 0.747 -0.330 0.376
C 0.716 -1.593 -0.513
C 1.834 0.364 0.662
I 3.714 0.124 -0.022
H -2.451 2.473 -0.586
H -3.316 0.851 -0.923
H -0.676 0.384 1.785
H 1.750 -2.058 -0.602
H 0.498 -1.520 -1.533
H 0.035 -2.468 -0.131
H 1.614 1.334 1.216

---

Record 2
3
Properties=species:S:1:pos:R:3 method="wB97M-V/def2-TZVPD" orbital_gap_ev=6.71 e_above_lowest_kcal_mol=26.1 charge=0 homo_energy_ha=-0.3828 e_tot_ev=-144259.48554
Hg 0.329 -0.650 -0.348
Br -2.447 -0.075 -1.034
Br 2.117 0.725 1.382

---

Record 3
16
Properties=species:S:1:pos:R:3 method="wB97M-V/def2-TZVPD" orbital_gap_ev=9.69 e_above_lowest_kcal_mol=15.9 charge=0 homo_energy_ha=-0.3450 e_tot_ev=-80830.16045
C 1.539 1.103 0.650
N 0.966 0.067 -0.201
C 1.610 -0.682 -1.174
N 0.761 -1.433 -1.808
C -0.477 -1.243 -1.224
C -0.309 -0.335 -0.269
C -1.449 0.309 0.818
Br -1.722 2.169 0.546
C -2.687 -0.485 0.630
N -3.595 -1.186 0.670
H 1.228 0.771 1.663
H 2.660 1.026 0.411
H 1.158 2.218 0.588
H 2.650 -0.457 -1.523
H -1.287 -1.938 -1.490
H -1.046 0.095 1.714

---

Record 4
77
Properties=species:S:1:pos:R:3 method="wB97M-V/def2-TZVPD" orbital_gap_ev=7.53 e_above_lowest_kcal_mol=0.0 charge=0 homo_energy_ha=-0.3214 e_tot_ev=-85231.76613
Rh 0.465 0.284 -0.292
O 6.410 0.602 -0.367
C 5.066 0.542 -0.392
C 4.343 0.629 -1.577
C 2.978 0.532 -1.501
N 2.397 0.385 -0.317
C 3.046 0.330 0.829
C 4.410 0.401 0.837
C 2.107 0.240 2.040
O 2.566 0.182 3.159
O 0.848 0.270 1.719
C 1.989 0.594 -2.669
O 2.399 0.767 -3.795
O 0.736 0.496 -2.299
H 6.754 0.649 -1.266
H 4.817 0.752 -2.545
H 4.956 0.357 1.771
S -6.621 -0.955 -0.380
C -6.997 -2.615 -0.346
C -5.879 -3.377 -0.284
C -4.691 -2.591 -0.262
C -4.924 -1.252 -0.311
C -3.939 -0.152 -0.299
C -2.562 -0.434 -0.400
N -1.628 0.478 -0.343
C -1.998 1.770 -0.218
C -3.320 2.166 -0.166
C -3.620 3.572 -0.077
C -2.644 4.496 -0.041
C -1.259 4.105 -0.078
C -0.189 5.011 -0.044
C 1.103 4.561 -0.080
C 1.285 3.172 -0.149
N 0.304 2.312 -0.180
C -0.961 2.752 -0.153
C 2.273 5.468 -0.048
C 2.291 6.826 0.020
C 3.603 7.375 0.036
C 4.562 6.419 -0.022
S 3.884 4.862 -0.094
C -4.300 1.162 -0.195
H -8.028 -2.942 -0.372
H -5.892 -4.458 -0.251
H -3.690 -3.009 -0.190
H -2.230 -1.454 -0.541
H -4.662 3.874 -0.042
H -2.884 5.551 0.017
H -0.398 6.075 0.011
H 2.287 2.765 -0.176
H 1.394 7.432 0.061
H 3.819 8.434 0.087
H 5.635 6.546 -0.025
H -5.348 1.437 -0.124
C 1.135 -3.738 2.900
C -0.142 -4.297 2.270
C -0.259 -3.995 0.764
C -1.592 -4.555 0.227
C -1.800 -4.347 -1.271
C 0.847 -4.720 0.037
O 1.016 -5.920 0.120
N 1.629 -3.942 -0.767
C 1.545 -2.559 -0.983
O 2.337 -2.092 -1.778
N 0.605 -1.840 -0.279
C -0.262 -2.479 0.586
O -1.122 -1.863 1.192
H 1.182 -3.988 3.961
H 1.174 -2.648 2.820
H 2.028 -4.155 2.422
H -1.016 -3.867 2.757
H -0.174 -5.380 2.382
H -2.388 -4.089 0.812
H -1.599 -5.622 0.449
H -1.738 -3.292 -1.558
H -2.774 -4.725 -1.586
H -1.041 -4.883 -1.847
H 2.345 -4.400 -1.307

---

Record 5
22
Properties=species:S:1:pos:R:3 method="wB97M-V/def2-TZVPD" orbital_gap_ev="6.26 / 8.40" e_above_lowest_kcal_mol=0.0 charge=0 homo_energy_ha="-0.2029 / -0.3437" multiplicity=3 e_tot_ev=-28652.27983
C 1.442 -0.841 -2.196
C -1.154 1.142 -0.943
C -2.298 -2.572 0.104
C 0.788 2.356 2.047
N 1.248 -0.570 -0.804
O -0.115 -0.032 1.556
O 2.204 0.182 2.569
Si -0.226 -0.292 -0.016
S 0.820 0.576 2.775
H 0.397 -0.995 -2.699
H 2.293 -0.247 -2.726
H 1.847 -1.841 -2.411
H -1.549 1.110 -1.959
H -1.984 1.557 -0.222
H -0.432 1.974 -1.056
H -2.503 -3.038 1.186
H -3.195 -1.996 -0.143
H -1.898 -3.181 -0.656
H 1.202 2.924 2.771
H 1.445 2.143 1.238
H -0.248 2.512 1.776
H 1.915 -0.873 -0.190

---

Record 6
37
Properties=species:S:1:pos:R:3 method="wB97M-V/def2-TZVPD" orbital_gap_ev=6.03 e_above_lowest_kcal_mol=69.6 charge=0 homo_energy_ha=-0.2219 e_tot_ev=-59950.04176
C 1.113 -0.938 -1.826
N 0.741 -2.302 -1.801
S 0.373 -2.702 -3.498
C -1.409 -3.035 -3.505
F -1.647 -3.939 -4.507
F -1.861 -3.569 -2.336
F -2.139 -1.918 -3.782
S 1.862 -3.441 -1.099
C 1.360 -3.007 0.553
C 2.296 -2.678 1.535
C 1.836 -2.104 2.728
C 0.467 -1.896 2.933
C -0.461 -2.291 1.965
C -0.010 -2.873 0.783
O 1.392 -4.749 -1.465
O 3.219 -3.026 -1.311
H 0.322 -0.470 -2.411
H 1.059 -0.287 -0.672
H 2.120 -0.768 -2.236
H 3.357 -2.807 1.327
H 2.560 -1.822 3.497
H 0.121 -1.426 3.857
H -1.537 -2.156 2.135
H -0.716 -3.175 0.004
C -0.130 2.500 1.633
S 1.157 1.855 0.598
C 2.220 1.143 1.814
C 0.394 0.695 -0.431
O 1.845 2.914 -0.141
H -0.744 1.687 2.025
H 0.317 3.034 2.481
H -0.762 3.180 1.060
H 1.645 0.643 2.600
H 2.877 0.414 1.341
H 2.801 1.963 2.254
H -0.597 0.409 -0.063
H 0.267 1.277 -1.365

---

Record 7
11
Properties=species:S:1:pos:R:3 method="wB97M-V/def2-TZVPD" orbital_gap_ev="8.30 / 8.30" e_above_lowest_kcal_mol=95.2 charge=+1 homo_energy_ha="-0.5046 / -0.5046" e_tot_ev=-15520.45862
C 1.793 -0.053 -0.284
N 0.619 0.155 0.500
C -0.592 0.343 -0.236
C -2.060 0.389 0.251
S -3.581 0.272 -0.260
H 2.050 0.961 -0.691
H 2.492 -0.699 0.287
H 1.670 -0.711 -1.102
H 0.621 -0.731 1.110
H 0.630 1.020 1.233
H -3.641 -0.946 -0.808

---

Record 8
88
Properties=species:S:1:pos:R:3 method="wB97M-V/def2-TZVPD" orbital_gap_ev="7.45 / 7.95" e_above_lowest_kcal_mol=27.3 charge=+1 homo_energy_ha="-0.4023 / -0.4098" multiplicity=2 e_tot_ev=-144988.53370
Re -0.065 -0.228 -0.714
C -1.681 -1.364 0.258
C -1.027 -2.544 -0.252
C 0.258 -2.611 0.390
C 0.329 -1.472 1.245
C -0.884 -0.747 1.260
C -1.395 0.152 2.376
C -2.350 1.224 1.845
C -0.251 0.805 3.157
C -2.163 -0.776 3.330
C 1.321 -3.710 0.534
C 0.829 -4.637 1.666
C 1.594 -4.547 -0.716
C 2.661 -3.142 1.032
C -1.822 -3.511 -1.140
C -1.229 -3.918 -2.502
C -3.211 -2.929 -1.431
C -2.034 -4.783 -0.294
H -2.684 -1.046 0.030
H 1.189 -1.210 1.841
H -1.848 1.933 1.183
H -2.766 1.788 2.680
H -3.184 0.793 1.290
H 0.362 1.461 2.543
H 0.399 0.057 3.617
H -0.669 1.407 3.965
H -3.011 -1.245 2.827
H -2.543 -0.203 4.176
H -1.513 -1.564 3.717
H -0.101 -5.144 1.423
H 0.676 -4.071 2.587
H 1.589 -5.396 1.859
H 2.402 -5.248 -0.499
H 1.905 -3.939 -1.566
H 0.732 -5.137 -1.016
H 2.588 -2.752 2.047
H 3.056 -2.360 0.397
H 3.389 -3.953 1.061
H -1.393 -3.149 -3.248
H -1.748 -4.820 -2.831
H -0.168 -4.134 -2.474
H -3.149 -1.991 -1.987
H -3.795 -2.769 -0.523
H -3.758 -3.642 -2.047
H -1.135 -5.392 -0.237
H -2.808 -5.385 -0.771
H -2.368 -4.549 0.719
O 0.845 -0.529 -4.724
P 0.128 -0.099 -3.408
O -0.317 -1.284 -2.570
O 0.977 0.722 -2.459
O -1.124 0.753 -3.862
P -2.027 1.555 -2.723
O -1.355 3.013 -2.749
O -3.430 1.541 -3.098
O -1.573 0.976 -1.373
H 0.611 -0.041 -5.525
H -1.869 3.609 -3.312
C 3.042 -1.142 -1.617
O 2.344 -0.442 -0.556
C 2.875 0.796 -0.241
C 4.230 1.070 -0.259
C 4.663 2.359 0.036
Br 6.512 2.716 0.032
C 3.772 3.382 0.302
C 2.408 3.106 0.308
C 1.987 1.807 0.081
O 0.625 1.503 0.168
C 1.390 4.144 0.541
N 1.418 5.035 1.470
C 0.197 5.708 1.372
C -0.288 6.767 2.132
C -1.544 7.252 1.819
C -2.305 6.697 0.781
C -1.837 5.638 0.023
C -0.576 5.161 0.347
N 0.184 4.105 -0.179
H 3.201 -0.467 -2.453
H 2.392 -1.963 -1.907
H 3.988 -1.531 -1.245
H 4.951 0.303 -0.502
H 4.112 4.388 0.497
H 0.089 2.338 0.093
H 0.305 7.189 2.932
H -1.953 8.077 2.385
H -3.285 7.105 0.571
H -2.431 5.200 -0.768
H 0.144 3.878 -1.168

---

Record 9
29
Properties=species:S:1:pos:R:3 method="wB97M-V/def2-TZVPD" orbital_gap_ev=9.26 e_above_lowest_kcal_mol=37.8 charge=-1 homo_energy_ha=-0.2247 e_tot_ev=-20784.87933
O -2.934 2.078 -0.353
H -2.282 2.555 -0.824
H -2.939 1.141 -0.528
O -0.726 0.406 -2.724
H -0.736 1.397 -2.569
H -1.640 0.072 -1.889
O 1.189 -1.033 -1.567
H 0.421 -0.595 -1.977
H 1.357 -1.586 -2.296
O 0.174 1.765 0.175
H -1.610 -3.004 -0.176
H -2.766 -0.929 -1.096
O -0.904 -3.637 0.217
H 2.475 0.164 -1.069
H 0.330 1.000 0.734
O -0.113 -2.169 3.334
H -0.140 -1.428 2.730
H 0.795 -2.331 3.609
O 0.191 -0.834 1.187
H -0.773 -0.974 0.788
H 0.644 -1.404 0.548
O 3.310 0.644 -1.277
H 3.734 0.456 -2.164
H -0.842 -3.266 1.089
O -2.074 -0.304 -0.745
H -0.756 1.856 0.082
O 2.025 3.233 1.976
H 2.254 3.300 1.028
H 1.294 2.645 2.235

---

Record 10
10
Properties=species:S:1:pos:R:3 method="wB97M-V/def2-TZVPD" orbital_gap_ev=11.02 e_above_lowest_kcal_mol=92.7 charge=0 homo_energy_ha=-0.3890 e_tot_ev=-18102.04507
C -0.261 -0.660 -0.826
C 0.133 0.028 0.390
C 0.195 0.312 1.573
S -0.251 0.737 3.256
O 0.480 -0.111 4.180
O -1.689 0.915 3.287
H -1.182 -1.160 -0.382
H -0.372 -0.147 -1.771
H 0.501 -1.390 -0.908
H 0.515 1.962 3.296

---

Record 11
45
Properties=species:S:1:pos:R:3 method="wB97M-V/def2-TZVPD" orbital_gap_ev=7.64 charge=+3 homo_energy_ha=-0.6270 e_tot_ev=-19202.60697
Rb 1.444 4.589 -1.341
Rb -1.523 4.656 1.621
Rb 1.347 1.440 2.251
Rb -2.978 2.571 -1.411
B -0.218 2.557 -0.010
H 0.661 3.024 0.407
H -0.842 2.126 0.758
H -0.782 3.269 -0.592
H 0.123 1.787 -0.684
C -0.047 -1.306 -3.867
C -1.218 -1.587 -2.934
C -1.023 -2.809 -2.120
O -1.409 -0.420 -2.135
H 0.155 -2.213 -4.438
H 0.785 -1.052 -3.209
H -0.377 -0.558 -4.587
H -2.080 -1.618 -3.600
H -1.892 -2.897 -1.467
H -0.193 -2.679 -1.427
H -0.913 -3.626 -2.833
H -0.712 -0.268 -1.492
C 2.601 -0.287 -0.932
C 3.605 -0.822 -0.018
C 5.074 -0.572 -0.543
O 3.278 -0.346 1.266
H 2.791 0.745 -1.228
H 1.567 -0.343 -0.592
H 2.585 -0.797 -1.895
H 3.462 -1.902 -0.014
H 5.562 -1.457 -0.135
H 5.517 0.270 -0.013
H 5.211 -0.758 -1.608
H 3.767 0.480 1.288
C -2.802 -1.090 3.687
C -2.277 0.074 2.858
C -3.354 0.982 2.341
O -1.335 0.746 3.748
H -2.062 -1.734 4.162
H -3.541 -1.662 3.127
H -3.462 -0.819 4.511
H -1.668 -0.233 2.008
H -2.994 1.924 1.928
H -4.155 1.232 3.036
H -3.935 0.569 1.516
H -1.745 0.812 4.613

---

no.,largest force on an atom (eV Å⁻¹)
1,3.685
2,2.457
3,6.228
4,0.840
5,4.896
6,5.936
7,10.149
8,1.757
9,3.375
10,2.108
11,4.179